C12H22IN4O7 | wB97M-V/def2-TZVPD

XYZ file:
```
46
Properties=species:S:1:pos:R:3:lowdin_charge:R:1
O 2.32077 -0.63727 2.51718 0.044
C 2.41215 -0.64338 1.35321 -0.846
I 3.38769 -2.28460 0.31159 0.817
C 1.81364 0.51039 0.48052 -0.151
N 0.42825 0.83572 0.81780 0.098
C -0.54643 -0.04592 0.91663 -0.305
N -0.43630 -1.39085 0.70398 0.170
C -1.60662 -1.99116 0.93044 -0.020
N -2.49057 -1.01447 1.26684 0.084
N -1.84692 0.14227 1.23996 0.130
H 1.97214 0.35904 -0.60843 0.117
H 2.41468 1.41409 0.72927 0.146
H 0.19039 1.80987 0.97654 0.169
H -1.84688 -3.05856 0.87904 0.162
H -3.46601 -1.18486 1.50207 0.186
H -2.20941 1.07281 1.42510 0.190
C 8.59322 0.50065 -0.39541 -0.063
C 7.21188 0.11206 -0.88179 -0.224
O 6.97273 0.58872 -2.21210 0.028
C 7.56201 -0.11203 -3.18814 -0.605
O 8.24824 -1.08968 -3.04331 0.128
O 7.27388 0.47697 -4.35222 0.004
C 7.92395 -0.11448 -5.47966 -0.038
H 8.74109 1.57842 -0.48715 0.084
H 8.72777 0.21259 0.64801 0.082
H 9.37116 0.01911 -0.98776 0.077
H 6.45857 0.58053 -0.24700 0.113
H 7.05457 -0.96702 -0.82784 0.117
H 7.73420 -1.18572 -5.52836 0.096
H 8.99532 0.08207 -5.43698 0.101
H 7.51781 0.35309 -6.37383 0.094
C -10.02726 -0.60622 1.96029 -0.061
C -9.34323 -0.36284 0.63077 -0.199
O -8.46871 0.77842 0.69156 0.051
C -7.30753 0.58287 1.29964 -0.601
O -6.91577 -0.44957 1.78841 0.108
O -6.63414 1.74479 1.30071 0.017
C -5.41257 1.68560 2.01681 -0.059
H -10.54043 0.29649 2.29660 0.086
H -10.75375 -1.41444 1.87420 0.085
H -9.30726 -0.87278 2.73459 0.074
H -10.09103 -0.13458 -0.12741 0.126
H -8.79694 -1.24414 0.29080 0.124
H -4.78943 0.86084 1.66262 0.056
H -5.60724 1.58592 3.08513 0.109
H -4.88167 2.62126 1.84706 0.097
```

Values from the calculation:
Charge: +1
E_LUMO (Ha): -0.12428
ΔE to the lowest compared entry with this formula, charge and spin (kcal/mol): 0.2
Frontier orbital gap (Eh): 0.329